This record from OMol25 describes a single C21H26N4O7S molecule. The level of theory is ωB97M-V with the def2-TZVPD basis set.

Structure (XYZ):
```
59
C21H26N4O7S (ωB97M-V with the def2-TZVPD basis set)
C 2.08044 -2.49849 -3.33974
C 2.48952 -2.58281 -1.86955
N 2.25160 -1.38170 -1.10207
C 2.81003 -0.12402 -1.54905
C 4.33439 -0.14061 -1.54471
S 0.81974 -1.29796 -0.28385
O 0.57425 -2.57743 0.31694
O 0.88829 -0.15399 0.58367
C -0.48778 -0.97635 -1.46742
C -1.21431 -1.99287 -2.05301
C -2.23937 -1.66357 -2.92714
C -2.58167 -0.33627 -3.14946
O -3.60441 0.02909 -3.96655
C -1.87428 0.69289 -2.49907
N -2.28542 2.01140 -2.64569
C -2.24374 3.00363 -1.69061
O -2.50307 4.14814 -1.97939
C -1.89978 2.52733 -0.32103
C -2.64100 1.49936 0.27819
C -2.27560 0.97510 1.48878
C -1.12137 1.41571 2.17398
N -0.66245 0.76962 3.26868
C -1.50782 0.01463 4.16513
C -1.09631 -1.46131 4.17252
O 0.24179 -1.56965 4.58887
C 1.08438 -0.87577 3.69855
C 0.74062 0.62015 3.58169
C -0.46813 2.54456 1.61883
N 0.52489 3.28042 2.33066
O 0.47979 3.27981 3.54933
O 1.33261 3.92238 1.68364
C -0.84432 3.06763 0.38362
C -0.78210 0.34778 -1.71328
H 2.18923 -3.47774 -3.79829
H 1.04484 -2.18063 -3.43720
H 2.71260 -1.79822 -3.88005
H 3.55185 -2.83429 -1.79677
H 1.92156 -3.36281 -1.36065
H 2.43750 0.14417 -2.54756
H 2.45388 0.61910 -0.83475
H 4.72392 -0.80591 -2.31096
H 4.70551 0.86226 -1.73684
H 4.69784 -0.46932 -0.57535
H -0.98400 -3.01938 -1.81998
H -2.80552 -2.44498 -3.41523
H -4.01764 -0.75188 -4.35417
H -2.75022 2.24991 -3.51370
H -3.50785 1.10390 -0.23124
H -2.84906 0.15457 1.88885
H -2.55784 0.13530 3.90766
H -1.34938 0.41448 5.17568
H -1.69335 -2.02897 4.88877
H -1.21452 -1.88943 3.16499
H 2.09789 -0.98991 4.08526
H 1.01990 -1.32322 2.69672
H 1.34713 1.01250 2.76705
H 0.97642 1.15152 4.51141
H -0.29312 3.90906 -0.01040
H -0.17695 1.10309 -1.24472
```

For the energy relative to the best compared isomer or geometry (same formula, charge and spin), the calculation gives 423.3 kJ/mol. As for the HOMO-LUMO gap: 7.815 eV. The value obtained for the calculated total energy is -1959.620482 a.u. For the LUMO energy, the calculation gives -0.0047 hartree.

Results of the Löwdin charge analysis, in e, for atoms 1 through 8: number 1, C, carries -0.06; number 2, C, carries -0.24; number 3, N, carries -0.25; number 4, C, carries -0.26; number 5, C, carries -0.07; number 6, S, carries 0.68; number 7, O, carries -0.28; number 8, O, carries -0.28